Entry 1:
An isolated molecule of C6H10N2 in a non-equilibrium geometry, computed with ωB97M-V with the def2-TZVPD basis set.

lowest unoccupied orbital energy (spin up / spin down)	1.05 / -0.10	eV
highest occupied orbital energy (spin up / spin down)	-5.72 / -11.15	eV
maximum force	4.25	eV Å⁻¹
ΔE to the lowest compared entry with this formula, charge and spin	5.3	kcal per mole
spin multiplicity	3
calculated total energy	-9359.006	eV

The geometry in XYZ format:
```
18
Properties=species:S:1:pos:R:3:mulliken_spin:R:1
C -1.3654 0.4912 0.8625 0.001
C -1.0849 -0.5881 -0.1947 0.032
C 0.9970 0.2199 0.7780 -0.004
C -0.0536 1.2623 1.0133 0.165
C 0.3875 -0.4524 -0.3791 0.752
C 1.1164 -1.2835 -1.3567 0.027
N -0.0306 2.1389 -0.1053 0.213
N 0.0627 1.6126 -1.1274 0.683
H -2.1467 1.1619 0.5494 -0.005
H -1.9131 0.2974 1.8312 0.005
H -1.3194 -1.6240 0.1275 0.020
H -1.4945 -0.5456 -1.2956 0.042
H 1.9276 0.5324 0.4540 -0.006
H 1.0969 -0.3482 1.6554 0.030
H 0.0128 1.6257 2.0388 -0.001
H 1.8102 -1.8949 -0.7921 0.020
H 1.6005 -0.6745 -1.9941 0.024
H 0.3966 -1.9311 -2.0650 0.004
```

Entry 2:
An isolated molecule of C6H10N2 in a non-equilibrium geometry, computed with ωB97M-V with the def2-TZVPD basis set.

lowest unoccupied orbital energy (spin up / spin down)	0.78 / -2.58	eV
highest occupied orbital energy (spin up / spin down)	-5.61 / -9.99	eV
maximum force	11.62	eV Å⁻¹
ΔE to the lowest compared entry with this formula, charge and spin	27.9	kcal per mole
spin multiplicity	3
calculated total energy	-9358.025	eV

The geometry in XYZ format:
```
18
Properties=species:S:1:pos:R:3:mulliken_spin:R:1
C -0.6262 0.8270 -1.6784 0.027
C -0.6585 -0.2542 1.7703 1.184
C -0.6013 -0.3531 0.4587 0.505
C -1.1807 -1.5790 -0.1186 0.009
C 1.0027 1.6323 0.1296 0.038
C 0.2752 0.4468 -0.4811 0.090
N -1.3176 1.1365 -2.5368 0.019
N 1.2726 -0.5062 -0.9225 0.065
H -0.1240 0.5489 2.3611 0.003
H -1.2999 -0.8495 2.3963 0.004
H -1.6371 -1.2572 -1.0959 0.032
H -0.4748 -2.2934 -0.4523 0.035
H -1.7725 -2.0544 0.5406 0.007
H 1.7784 1.3319 0.7792 -0.004
H 1.5026 2.2898 -0.5085 0.002
H 0.3065 2.2044 0.6465 -0.019
H 2.1522 -0.1666 -1.2046 -0.010
H 1.4021 -1.1039 -0.0836 0.013
```

Entry 3:
A cluster of 2 separate species, C6H10N2O in total in a non-equilibrium geometry, computed with ωB97M-V with the def2-TZVPD basis set.

lowest unoccupied orbital energy	0.22	eV
highest occupied orbital energy	-8.71	eV
maximum force	2.75	eV Å⁻¹
ΔE to the lowest compared entry with this formula, charge and spin	148.8	kcal per mole
calculated total energy	-11405.636	eV

The geometry in XYZ format:
```
19
Properties=species:S:1:pos:R:3:mulliken_charge:R:1
C -0.1701 1.3729 1.4095 -0.846
C 1.6470 -0.5931 0.7302 0.214
O 0.0871 0.1120 0.7498 -0.071
N 2.6266 0.1710 0.7418 -0.607
H 2.3814 1.1519 0.6228 0.276
H 1.4867 -1.5165 1.2739 0.359
H -0.0247 2.2650 0.8039 0.389
H 0.5389 1.4666 2.2313 0.345
H -1.1775 1.3486 1.8136 0.257
C -1.7159 -1.1243 -0.4206 -1.276
C -0.6131 -0.1281 -0.6125 0.537
C -0.6337 0.9056 -1.4607 -0.822
C 1.1413 -1.5186 -1.0854 0.218
N 1.5353 -2.2818 -1.8638 -0.645
H -1.9598 -1.5663 -1.3856 0.412
H -1.4008 -1.9227 0.2466 0.335
H -2.5977 -0.6429 0.0072 0.345
H -1.2921 0.8443 -2.3139 0.277
H 0.1411 1.6565 -1.4882 0.301
```

Entry 4:
An isolated molecule of C6H10N2O in a non-equilibrium geometry, computed with ωB97M-V with the def2-TZVPD basis set.

lowest unoccupied orbital energy	0.90	eV
highest occupied orbital energy	-9.12	eV
maximum force	3.54	eV Å⁻¹
ΔE to the lowest compared entry with this formula, charge and spin	103.5	kcal per mole
SMILES	[H]/N=C1\NO[C@H]2CC[C@]12C
calculated total energy	-11407.600	eV

The geometry in XYZ format:
```
19
Properties=species:S:1:pos:R:3:mulliken_charge:R:1
H 1.7575 2.9084 0.3560 0.243
N 1.5016 2.1688 -0.2914 -0.724
C 0.7590 1.2630 0.2749 -0.085
N 0.3785 1.2669 1.6450 -0.245
O -0.2509 0.0417 1.9991 -0.387
C 0.1771 -0.8117 0.8769 -0.050
C -0.2707 -1.9473 -0.1775 -0.738
C 0.4145 -1.0202 -1.2583 -0.475
C 0.0276 0.1367 -0.3165 1.016
C -1.4554 0.5745 -0.6186 -1.339
H 1.1826 1.3931 2.2878 0.301
H 1.2406 -1.0610 1.0471 0.318
H -1.3520 -1.8874 -0.2812 0.184
H 0.0497 -2.9704 -0.0622 0.380
H -0.0433 -1.0463 -2.2046 0.323
H 1.5291 -1.1540 -1.2950 0.277
H -1.8399 1.2999 0.1066 0.384
H -1.6300 1.0913 -1.5998 0.345
H -2.1754 -0.2458 -0.4884 0.272
```

Entry 5:
A cluster of 2 separate species, C6H10N2O in total in a non-equilibrium geometry, computed with ωB97M-V with the def2-TZVPD basis set.

lowest unoccupied orbital energy	0.88	eV
highest occupied orbital energy	-9.49	eV
maximum force	3.78	eV Å⁻¹
ΔE to the lowest compared entry with this formula, charge and spin	78.4	kcal per mole
SMILES	CC1=NC1(C)C.N=C=O
calculated total energy	-11408.687	eV

The geometry in XYZ format:
```
19
Properties=species:S:1:pos:R:3:mulliken_charge:R:1
C 0.2298 -2.2144 -0.5830 -1.243
C -0.2982 -0.8615 -0.1612 -0.132
N 0.3883 0.1196 0.3414 -0.551
C -0.9515 0.4814 -0.0300 1.807
C -1.7884 0.6955 1.1668 -1.867
C -1.3172 1.5055 -1.0560 -1.343
H -0.5181 -3.0749 -0.6224 0.295
H 1.0042 -2.5514 0.0589 0.343
H 0.7168 -2.0006 -1.5148 0.308
H -1.8856 1.7012 1.4596 0.432
H -1.6699 0.1592 2.1312 0.366
H -2.7865 0.5101 0.9303 0.510
H -0.6048 2.2531 -1.1031 0.368
H -2.3322 1.9337 -0.7998 0.325
H -1.4943 1.3381 -2.1176 0.372
N 3.9079 0.2207 0.8369 -0.503
C 3.0570 -0.2450 0.1360 0.580
O 2.5527 -0.9272 -0.6097 -0.343
H 3.7900 0.9571 1.5364 0.276
```

Entry 6:
An isolated molecule of C6H10N2O in a non-equilibrium geometry, computed with ωB97M-V with the def2-TZVPD basis set.

lowest unoccupied orbital energy	0.86	eV
highest occupied orbital energy	-7.88	eV
maximum force	3.17	eV Å⁻¹
ΔE to the lowest compared entry with this formula, charge and spin	27.4	kcal per mole
SMILES	[H]/N=C1\[C@@H](O)CC=CN1C
calculated total energy	-11410.902	eV

The geometry in XYZ format:
```
19
Properties=species:S:1:pos:R:3:mulliken_charge:R:1
H 0.5033 -2.4494 -0.2495 0.273
N -0.3688 -1.9835 -0.3172 -0.792
C -0.1299 -0.7842 0.0112 0.593
C 1.2380 -0.1923 0.4384 -0.163
O 2.3026 -1.0378 0.1625 -0.547
C 1.4145 1.2048 -0.2815 -0.485
C 0.2110 2.0422 -0.1014 -0.608
C -1.0165 1.4442 0.0773 -0.256
N -1.2263 0.0914 0.0416 0.046
C -2.5547 -0.4936 0.0323 -1.034
H 1.1476 -0.1438 1.5315 0.304
H 2.5251 -0.9309 -0.7708 0.367
H 2.3463 1.7449 0.0278 0.312
H 1.5054 0.8672 -1.3354 0.250
H 0.2899 3.1485 -0.0323 0.316
H -1.8648 2.0289 0.2316 0.427
H -3.0890 -0.2686 -0.8953 0.316
H -2.3933 -1.5682 0.1515 0.353
H -3.1981 -0.2079 0.9127 0.327
```

Entry 7:
A cluster of 2 separate species, C6H10N2O2 in total in a non-equilibrium geometry, computed with ωB97M-V with the def2-TZVPD basis set.

lowest unoccupied orbital energy	0.31	eV
highest occupied orbital energy	-9.97	eV
maximum force	3.71	eV Å⁻¹
ΔE to the lowest compared entry with this formula, charge and spin	36.5	kcal per mole
SMILES	C[C@@]1(C#N)NCCC1=O.O
calculated total energy	-13458.359	eV

The geometry in XYZ format:
```
20
Properties=species:S:1:pos:R:3:mulliken_charge:R:1
C 0.5151 1.3274 1.6333 -1.678
C 0.0568 0.5101 0.4271 1.473
C 1.0427 0.6372 -0.6980 -0.068
N 1.5814 1.0177 -1.6698 -0.683
N -0.2298 -0.8684 0.7562 -0.405
C -1.2067 -1.3976 -0.1894 -0.628
C -2.1835 -0.2324 -0.3433 -0.326
C -1.3295 0.9897 -0.1055 0.206
O -1.6374 2.1430 -0.2499 -0.542
H -0.2554 1.2566 2.4110 0.396
H 1.4551 0.9228 2.0295 0.378
H 0.6623 2.3808 1.3639 0.348
H 0.5937 -1.4427 0.9245 0.323
H -0.7626 -1.6577 -1.1681 0.265
H -1.6782 -2.2999 0.2185 0.388
H -2.6910 -0.1673 -1.3138 0.333
H -2.9543 -0.2517 0.4443 0.246
O 2.9799 -1.3068 -1.6082 -0.694
H 3.1580 -1.1306 -0.6791 0.293
H 2.8835 -0.4303 -2.1832 0.372
```

Entry 8:
A cluster of 2 separate species, C6H10N2O2 in total in a non-equilibrium geometry, computed with ωB97M-V with the def2-TZVPD basis set.

lowest unoccupied orbital energy	0.58	eV
highest occupied orbital energy	-9.88	eV
maximum force	1.51	eV Å⁻¹
ΔE to the lowest compared entry with this formula, charge and spin	69.2	kcal per mole
SMILES	N#CC[C@H]1NC[C@@]12CO2.O
calculated total energy	-13456.939	eV

The geometry in XYZ format:
```
20
Properties=species:S:1:pos:R:3:mulliken_charge:R:1
N 3.1133 -0.2001 -0.9451 -0.491
C 2.1132 0.2430 -0.5588 0.071
C 0.8038 0.8388 -0.2705 -0.502
C -0.3524 -0.0448 -0.7343 0.082
N -0.5491 -1.2980 0.0278 -0.539
C -2.0201 -1.1067 0.0587 -0.445
C -1.7857 0.3373 -0.3594 0.577
C -2.3523 1.5722 0.1670 -0.489
O -2.6490 1.0990 -1.1528 -0.529
H 0.7351 1.0122 0.8128 0.312
H 0.7509 1.8150 -0.7734 0.335
H -0.2886 -0.2149 -1.8209 0.311
H -0.2323 -2.1391 -0.4431 0.277
H -2.5572 -1.6734 -0.7160 0.274
H -2.4842 -1.2801 1.0388 0.283
H -3.1820 1.5113 0.8771 0.254
H -1.7475 2.4817 0.2084 0.223
O 4.3869 -1.2748 1.7363 -0.663
H 3.7820 -0.5716 2.0692 0.297
H 4.5154 -1.1070 0.7783 0.361
```

Entry 9:
An isolated molecule of C6H10N2O2 in a non-equilibrium geometry, computed with ωB97M-V with the def2-TZVPD basis set.

lowest unoccupied orbital energy	0.73	eV
highest occupied orbital energy	-9.27	eV
maximum force	4.27	eV Å⁻¹
ΔE to the lowest compared entry with this formula, charge and spin	69.1	kcal per mole
SMILES	NC(=O)C[C@@]12N[C@@H]1C[C@@H]2O
calculated total energy	-13456.947	eV

The geometry in XYZ format:
```
20
Properties=species:S:1:pos:R:3:mulliken_charge:R:1
N -2.2250 1.6466 0.1070 -0.431
C -1.1436 1.7106 0.8962 0.576
O -0.5511 2.8048 0.7233 -0.686
C -0.4460 0.4487 1.3459 -0.832
C 0.3517 -0.1894 0.2469 0.743
N 1.5259 0.4459 -0.3639 -0.702
C 1.6696 -0.8749 0.2715 -0.398
C 1.2243 -1.8975 -0.7674 -0.614
C -0.1561 -1.1630 -0.8241 -0.317
O -0.5569 -0.5997 -2.0413 -0.560
H -2.9587 1.0123 0.3966 0.230
H -2.0867 2.6567 -0.4117 0.317
H -1.1852 -0.2756 1.7149 0.321
H 0.2221 0.7249 2.1738 0.292
H 1.8709 1.1628 0.2723 0.315
H 2.3468 -1.0134 1.1143 0.406
H 1.1391 -2.9179 -0.3752 0.279
H 1.7975 -1.9010 -1.7050 0.260
H -0.9792 -1.7921 -0.4632 0.404
H 0.1406 0.0111 -2.3108 0.398
```

Entry 10:
A cluster of 2 separate species, C6H10N2O3 in total in a non-equilibrium geometry, computed with ωB97M-V with the def2-TZVPD basis set.

lowest unoccupied orbital energy (spin up / spin down)	-0.19 / -0.81	eV
highest occupied orbital energy (spin up / spin down)	-11.22 / -7.51	eV
maximum force	1.14	eV Å⁻¹
ΔE to the lowest compared entry with this formula, charge and spin	110.3	kcal per mole
calculated total energy	-15503.224	eV

The geometry in XYZ format:
```
21
Properties=species:S:1:pos:R:3:mulliken_charge:R:1
C 2.6357 -0.8026 -0.7432 0.219
C -0.0259 1.5199 -0.0383 0.780
C -1.7567 -1.0328 -0.7699 -0.988
C -1.4211 1.4932 -0.5696 -0.649
C -2.1981 0.2529 -0.0849 -0.366
C 2.0273 0.3501 -0.2402 0.309
N 3.1592 -1.7210 -1.2047 -0.455
N 1.4187 -1.8867 1.9355 -0.477
O 0.4018 2.2901 0.7950 -0.665
O 2.6908 1.1568 0.5547 -0.506
O 0.7527 0.5615 -0.6103 -0.238
H -0.7464 -1.3099 -0.4842 0.214
H -1.7936 -0.9207 -1.8524 0.307
H -2.4183 -1.8477 -0.4868 0.338
H -1.3942 1.4875 -1.6612 0.301
H -1.9175 2.4007 -0.2213 0.325
H -3.2542 0.4315 -0.2971 0.317
H -2.0873 0.1550 0.9963 0.289
H 1.7033 -2.7318 1.4461 0.250
H 2.1616 -1.6753 2.5989 0.229
H 2.0624 1.8293 0.9375 0.465
```

Entry 11:
An isolated molecule of C6H10N2O5 in a non-equilibrium geometry, computed with ωB97M-V with the def2-TZVPD basis set.

lowest unoccupied orbital energy (spin up / spin down)	-1.29 / -1.29	eV
highest occupied orbital energy (spin up / spin down)	-9.76 / -9.77	eV
maximum force	3.49	eV Å⁻¹
ΔE to the lowest compared entry with this formula, charge and spin	205.3	kcal per mole
SMILES	CCOC(=O)/[N+]([O-])=C(/CC)[N+](=O)[O-]
calculated total energy	-19595.125	eV

The geometry in XYZ format:
```
23
Properties=species:S:1:pos:R:3:mulliken_charge:R:1
C 3.9804 -0.2995 0.4465 -1.040
C 2.8334 0.5895 -0.1205 -0.291
O 1.5862 0.0599 0.4178 -0.270
C 0.7181 -0.1388 -0.5719 0.671
O 0.7046 -0.1726 -1.7575 -0.518
N -0.5144 -0.5519 0.1268 0.745
O -0.6936 -1.7717 0.2839 -0.681
C -1.4414 0.3747 0.3585 0.036
C -2.8363 -0.1815 0.7050 -0.480
C -3.1993 -1.1675 -0.5078 -1.111
N -1.1501 1.7125 0.0502 1.052
O -2.0824 2.4957 0.0400 -0.622
O -0.0028 1.9355 -0.3669 -0.630
H 3.7359 -0.5032 1.5442 0.277
H 4.1964 -1.2096 -0.0920 0.315
H 4.9015 0.3135 0.3794 0.331
H 2.7379 0.7027 -1.2781 0.346
H 2.8830 1.7058 0.3871 0.244
H -3.4155 0.8118 0.5792 0.320
H -2.7901 -0.6173 1.7857 0.250
H -2.6474 -2.0451 -0.6314 0.344
H -3.2875 -0.5441 -1.3900 0.331
H -4.2164 -1.4985 -0.3882 0.380
```

Entry 12:
An isolated molecule of C6H10N2O5 in a non-equilibrium geometry, computed with ωB97M-V with the def2-TZVPD basis set.

lowest unoccupied orbital energy	0.36	eV
highest occupied orbital energy	-9.77	eV
maximum force	5.35	eV Å⁻¹
ΔE to the lowest compared entry with this formula, charge and spin	50.3	kcal per mole
SMILES	NCC(=O)N[C@@H](CC(=O)O)C(=O)O
calculated total energy	-19601.845	eV

The geometry in XYZ format:
```
23
Properties=species:S:1:pos:R:3:mulliken_charge:R:1
N 3.6115 -0.6832 -1.0699 -0.759
C 3.3024 -0.9478 0.3154 -0.212
C 1.9327 -0.8711 0.6100 0.232
O 1.5433 -0.9356 1.7802 -0.725
N 1.0407 -0.4961 -0.3266 -0.357
C -0.2317 0.0866 -0.0348 0.202
C -0.8726 1.1471 -1.0195 -0.683
C -1.8596 1.9643 -0.3589 0.570
O -1.8738 2.3366 0.7522 -0.546
O -2.8627 2.3265 -1.1970 -0.497
C -1.2723 -1.0418 0.2285 0.533
O -2.3777 -0.6976 -0.0848 -0.542
O -0.7937 -2.1916 0.7106 -0.530
H 4.6691 -0.6265 -1.0206 0.295
H 3.4267 -1.4809 -1.7125 0.225
H 3.8324 -0.2229 0.9850 0.304
H 3.7287 -1.8762 0.5453 0.347
H 1.5881 -0.3041 -1.1911 0.376
H -0.0277 0.6326 0.9559 0.264
H -1.2795 0.6037 -1.8824 0.333
H -0.1910 1.8603 -1.4703 0.394
H -3.4518 3.0639 -0.8045 0.364
H 0.0615 -2.1247 1.2374 0.411
```

Question: Which of these has the highest maximum force?
Answer: number 2

Question: The highest maximum force belongs to which entry?
Answer: number 2